ORCA calculation (ωB97M-V with the def2-TZVPD basis set) on a 2-piece molecular cluster, C5H10N2S overall at a distorted geometry.

```
18
Properties=species:S:1:pos:R:3:nbo_charge:R:1
C 0.13 1.41 -0.92 0.0081
C -1.89 1.21 2.82 -0.1797
C 1.40 -1.76 -0.01 -0.5962
C 1.28 -0.31 0.48 -0.4191
C 0.08 0.36 -0.10 -0.2917
N -0.97 1.97 -1.56 -0.8092
N -3.05 1.16 2.53 -0.5222
S -0.44 1.54 3.23 0.3292
H 1.07 1.86 -1.19 0.1853
H 2.25 -2.25 0.45 0.2046
H 0.50 -2.32 0.25 0.1991
H 1.52 -1.79 -1.09 0.2039
H 1.21 -0.31 1.57 0.2006
H 2.18 0.24 0.19 0.1980
H -0.88 -0.08 0.16 0.1867
H -0.92 2.97 -1.69 0.3752
H -1.86 1.68 -1.18 0.3706
H -3.69 0.45 2.24 0.3568
```

Summary:
Energy relative to the best compared isomer or geometry (same formula, charge and spin) = 14.7 kcal/mol
Molecular weight = 130.22 Da
Multiplicity = 3
HOMO level (spin up / spin down) = -5.32 / -8.07 eV
Charge = 0